Entry 1:
{
  "formula": "C13H29BFHgINO3S",
  "method": "wB97M-V/def2-TZVPD",
  "total_charge": 1,
  "orbital_gap_ev": 1.65,
  "lumo_energy_ev": -8.11,
  "species": ["C", "C", "C", "N", "B", "C", "C", "C", "C", "S", "O", "O", "O", "C", "C", "C", "F", "C", "C", "C", "I", "H", "H", "H", "H", "H", "H", "H", "H", "H", "H", "H", "H", "H", "H", "H", "H", "H", "H", "H", "H", "H", "H", "H", "H", "H", "H", "H", "H", "H", "Hg"],
  "positions_angstrom": [[-3.45379, 1.22098, -1.48666], [-2.10531, 1.94337, -1.26656], [-0.95571, 1.29236, -2.09693], [0.25536, 1.00701, -1.34948], [0.49228, -0.37183, -0.89360], [-0.86483, -1.12150, -0.35616], [-1.47884, -0.50709, 0.93462], [-1.14115, -1.30448, 2.23762], [-0.58960, -0.35612, 3.31243], [-1.80047, 0.83671, 3.89691], [-1.73953, 2.06804, 3.19027], [-1.47222, 1.06776, 5.31861], [-3.27118, 0.23297, 3.87950], [1.53146, -0.25538, 0.46225], [2.98269, 0.07256, 0.15294], [3.86401, -0.52875, 1.26443], [3.20282, 1.44662, 0.16169], [1.17223, -1.41217, -2.05740], [1.47864, -0.79244, -3.40667], [2.75150, 0.06132, -3.45801], [1.83731, -2.50604, -4.71013], [-4.10913, 1.31619, -0.62203], [-3.32775, 0.15148, -1.67468], [-3.93209, 1.63039, -2.37585], [-2.25682, 2.95223, -1.65027], [-1.87036, 2.05060, -0.21038], [-1.32288, 0.42543, -2.65592], [-0.68345, 2.02701, -2.86132], [1.07651, 1.42971, -1.77830], [-0.52225, -2.12839, -0.08501], [-1.60315, -1.27659, -1.14934], [-1.16368, 0.52250, 1.10593], [-2.56592, -0.56022, 0.82411], [-2.07872, -1.68737, 2.64751], [-0.47581, -2.15037, 2.07367], [0.25506, 0.24285, 2.97162], [-0.24216, -0.89065, 4.19782], [-3.66491, 0.41753, 3.00587], [1.44727, -1.15651, 1.06756], [1.14492, 0.60429, 1.01071], [3.36094, -0.35426, -0.77694], [3.57050, -0.17701, 2.25310], [3.65067, -1.60451, 1.25359], [4.92647, -0.42821, 1.05255], [0.47283, -2.23732, -2.22699], [2.08631, -1.88826, -1.68891], [0.64546, -0.27112, -3.87147], [2.87624, 0.71982, -2.59399], [2.83962, 0.62411, -4.38546], [3.60012, -0.62697, -3.44416], [-2.82951, 0.22969, 6.85729]],
  "forces_ev_per_angstrom": [[0.42, -0.17, 0.00], [-0.82, -0.17, -0.40], [0.01, 1.76, -0.09], [0.29, -2.80, -1.98], [-2.86, 1.29, 2.29], [0.89, -0.02, -0.14], [-0.05, -0.92, 0.14], [-0.55, 1.06, -0.04], [-0.24, -0.91, -0.10], [1.73, 2.13, 3.03], [-0.47, -0.22, -1.72], [0.52, -0.60, -2.65], [0.63, -0.23, -0.68], [1.49, 0.77, -0.71], [0.87, -0.82, 1.67], [-0.53, -0.80, -0.45], [-0.42, 0.08, -0.58], [1.55, -1.20, -1.96], [0.60, 0.59, -0.02], [0.16, -0.59, -0.02], [-0.30, 0.14, 0.28], [-0.09, 0.20, -0.13], [0.07, 0.01, 0.13], [-0.21, -0.02, 0.13], [0.28, 0.08, 0.19], [0.22, -0.22, -0.06], [0.10, -0.33, 0.53], [0.06, -0.06, 0.06], [0.01, 0.69, 0.68], [-0.15, -0.04, -0.18], [-0.15, 0.13, 0.15], [-0.18, 0.07, -0.32], [0.04, 0.43, -0.04], [0.18, -0.42, -0.09], [0.12, 0.10, 0.03], [-0.21, 0.25, -0.04], [-0.30, 0.03, 0.09], [-0.11, -0.01, 0.19], [-0.15, -0.19, -0.36], [-0.17, -0.15, 0.03], [-0.22, 0.30, -0.22], [0.23, 0.29, -0.06], [0.17, 0.03, 0.06], [-0.04, 0.37, 0.17], [-0.55, 0.41, 0.61], [-0.03, 0.31, 0.34], [-0.18, -0.19, 0.12], [-0.22, 0.14, -0.12], [-0.16, 0.09, 0.07], [0.12, 0.20, 0.17], [-1.39, -0.87, 2.01]]
}

Entry 2:
{
  "formula": "C15H18Cl3GeMnN3O4S",
  "method": "wB97M-V/def2-TZVPD",
  "total_charge": -1,
  "orbital_gap_ev": [7.50, 7.78],
  "multiplicity": 5,
  "lumo_energy_ev": [1.85, 1.75],
  "species": ["Mn", "N", "C", "C", "O", "N", "C", "C", "O", "O", "H", "H", "H", "H", "H", "H", "Cl", "Ge", "Cl", "Cl", "C", "C", "C", "C", "C", "C", "C", "O", "C", "C", "C", "H", "H", "H", "H", "H", "H", "H", "H", "H", "H", "H", "H", "S", "C", "N"],
  "positions_angstrom": [[-0.28725, 0.95736, -2.13740], [-2.10963, 0.28110, -2.83300], [-2.14552, -1.19274, -2.90642], [-0.99353, -1.79147, -2.11366], [-0.99773, -2.95511, -1.73541], [0.00009, -0.90306, -1.92649], [1.20936, -1.27367, -1.22711], [1.83153, -0.01085, -0.64729], [2.76629, -0.03918, 0.11766], [1.25949, 1.10840, -1.06470], [-2.75721, 0.64240, -2.13960], [-2.30694, 0.70175, -3.74116], [-2.01389, -1.49163, -3.94855], [-3.09306, -1.59486, -2.55240], [1.93556, -1.73119, -1.90819], [1.01929, -1.99753, -0.43339], [1.08034, -1.43985, -5.18789], [0.52987, 0.70079, -4.81463], [1.77251, 1.68778, -6.35801], [-1.46160, 0.73657, -5.97858], [2.57552, -0.11227, 4.92130], [1.52627, -0.08928, 3.84618], [1.17083, 1.09444, 3.22304], [0.22786, 1.13542, 2.20245], [-0.07934, 2.45840, 1.56553], [-0.37226, -0.07837, 1.80993], [-1.29799, -0.14252, 0.68470], [-1.69662, 0.80940, 0.02815], [-0.03812, -1.29442, 2.44620], [-0.66652, -2.61723, 2.08064], [0.90528, -1.27333, 3.45673], [2.92284, 0.89157, 5.16150], [3.43779, -0.70042, 4.60153], [2.18977, -0.56907, 5.83461], [1.65146, 2.01800, 3.52422], [0.46552, 3.24778, 2.08266], [-1.14273, 2.68928, 1.57445], [0.22837, 2.44783, 0.51817], [-1.59528, -1.16186, 0.38756], [-0.45475, -2.91063, 1.05121], [-1.75183, -2.60806, 2.19121], [-0.27433, -3.39550, 2.73365], [1.17703, -2.20243, 3.94595], [-2.12564, 5.28671, -2.02643], [-1.38146, 3.86040, -2.12067], [-0.83965, 2.82112, -2.18823]],
  "forces_ev_per_angstrom": [[0.16, 0.14, 0.04], [-0.03, 0.09, -0.02], [-0.02, -0.03, -0.03], [0.12, -0.05, -0.10], [-0.05, 0.00, 0.05], [-0.02, 0.10, 0.13], [0.06, -0.10, -0.07], [0.10, 0.09, 0.07], [-0.01, -0.03, -0.04], [-0.09, -0.12, -0.17], [-0.03, 0.00, 0.01], [-0.05, -0.01, -0.02], [0.01, 0.01, 0.02], [0.00, -0.02, 0.02], [-0.02, 0.01, 0.01], [0.00, 0.01, 0.04], [-0.01, 0.02, -0.03], [-0.06, 0.00, -0.10], [0.05, 0.01, 0.04], [0.04, -0.04, 0.09], [0.02, 0.00, 0.03], [0.04, -0.03, 0.04], [-0.04, 0.00, -0.03], [-0.03, -0.02, 0.10], [0.06, -0.01, -0.08], [-0.07, 0.00, -0.05], [0.11, 0.02, -0.05], [-0.14, -0.10, 0.00], [0.07, 0.06, 0.12], [0.01, -0.04, -0.04], [-0.02, 0.01, -0.05], [-0.01, 0.00, -0.01], [-0.01, 0.01, -0.02], [-0.01, -0.01, 0.00], [0.01, 0.00, -0.01], [-0.01, 0.00, -0.01], [-0.03, -0.03, 0.03], [0.00, 0.06, 0.08], [-0.12, 0.06, 0.06], [0.00, -0.01, -0.04], [-0.01, 0.04, 0.02], [-0.01, -0.01, 0.00], [0.00, 0.00, 0.01], [0.07, -0.12, 0.00], [-0.08, 0.18, 0.01], [0.02, -0.12, -0.03]]
}